{"formula": "C8H7Cl2F3N", "method": "ωB97M-V/def2-TZVPD", "symbols": ["C", "C", "C", "C", "C", "C", "C", "C", "N", "F", "F", "F", "Cl", "Cl", "H", "H", "H", "H", "H", "H", "H"], "xyz": [[0.12365, -1.73720, 1.05173], [1.14697, -0.89142, 0.59554], [-1.11295, -1.70004, 0.40600], [0.92829, -0.05641, -0.43597], [-0.27050, 0.02667, -1.12254], [-1.31775, -0.74252, -0.63937], [-0.07247, 1.83292, 1.54241], [2.01915, 0.89161, -0.89473], [-2.48618, -0.70649, -1.31056], [2.76764, 0.55054, -1.91823], [1.53166, 2.15043, -1.16325], [2.80617, 1.10186, 0.20547], [1.29971, 2.14623, 2.36041], [-1.35566, 1.10677, 2.23172], [0.19529, -2.41568, 1.93842], [2.16291, -1.16152, 0.80413], [-1.89682, -2.30694, 0.76776], [-0.30185, 0.66160, -2.03958], [-3.38918, -0.92966, -0.80674], [-2.65692, -0.02406, -2.13454], [-0.12116, 2.20332, 0.56192]], "lumo_ha": -0.2532, "de_lowest_kcal_mol": 0.0, "orbital_gap_ev": 5.11, "charge": 1, "molar_mass_da": 245.1}

***

{"formula": "C48H37N2O6V", "method": "ωB97M-V/def2-TZVPD", "symbols": ["V", "O", "C", "C", "C", "C", "C", "C", "C", "C", "C", "O", "C", "C", "C", "C", "C", "C", "C", "C", "C", "C", "C", "C", "N", "C", "C", "C", "C", "C", "C", "C", "C", "C", "C", "C", "C", "H", "H", "H", "H", "H", "H", "H", "H", "H", "H", "H", "H", "H", "H", "H", "H", "H", "H", "H", "H", "H", "H", "H", "H", "H", "H", "H", "O", "C", "O", "C", "C", "C", "C", "O", "C", "O", "C", "C", "H", "H", "H", "H", "H", "N", "C", "C", "C", "C", "C", "C", "C", "H", "H", "H", "H", "H"], "xyz": [[-0.11312, -0.01572, -0.12413], [-1.63577, -0.65475, -0.11644], [-2.63037, -1.29844, 0.69638], [-2.25997, -0.78719, 2.10366], [-0.88393, -1.26533, 2.51363], [-0.74466, -1.89594, 3.73046], [0.51078, -2.27723, 4.16080], [1.59486, -2.03651, 3.34330], [1.41649, -1.43617, 2.11033], [2.64222, -1.39519, 1.20921], [2.81605, -0.24164, 0.22309], [1.51013, -0.13990, -0.38122], [3.12101, 1.08471, 0.90574], [3.88499, 1.12444, 2.06273], [4.17840, 2.33746, 2.67437], [3.70625, 3.52487, 2.13536], [2.94081, 3.49168, 0.97536], [2.65478, 2.28018, 0.36503], [3.88273, -0.57419, -0.85180], [4.56425, 0.43970, -1.53045], [5.53890, 0.14956, -2.47462], [5.87038, -1.16680, -2.76143], [5.19507, -2.18681, -2.11074], [4.20961, -1.89281, -1.17607], [0.18299, -1.05227, 1.69629], [-3.99750, -0.84415, 0.20920], [-4.48484, 0.40911, 0.57396], [-5.69660, 0.86812, 0.07545], [-6.42969, 0.08274, -0.80326], [-5.94167, -1.15964, -1.18632], [-4.73026, -1.61877, -0.68613], [-2.47382, -2.81738, 0.68359], [-1.43590, -3.46144, 0.02574], [-1.29125, -4.84346, 0.10956], [-2.18642, -5.59234, 0.85604], [-3.23525, -4.95459, 1.50982], [-3.37619, -3.57755, 1.42363], [-2.99518, -1.11040, 2.83488], [-2.24245, 0.30180, 2.07919], [-1.62310, -2.07609, 4.33664], [0.64272, -2.75890, 5.12297], [2.59183, -2.32972, 3.64623], [2.56043, -2.30556, 0.62162], [3.53507, -1.49417, 1.81738], [4.25713, 0.21033, 2.51169], [4.77249, 2.35006, 3.57954], [3.92687, 4.47040, 2.61864], [2.55834, 4.41106, 0.54894], [2.04915, 2.26676, -0.53254], [4.35675, 1.47597, -1.31536], [6.05138, 0.96215, -2.97655], [6.64624, -1.39525, -3.48180], [5.43504, -3.22257, -2.32223], [3.70865, -2.73251, -0.71757], [-3.92352, 1.04393, 1.24842], [-6.06758, 1.84033, 0.37638], [-7.37680, 0.43883, -1.18988], [-6.50614, -1.77731, -1.87405], [-4.35952, -2.58863, -0.99361], [-0.73937, -2.89809, -0.57451], [-0.47972, -5.33386, -0.41467], [-2.07462, -6.66782, 0.92431], [-3.94993, -5.53311, 2.08352], [-4.20476, -3.08863, 1.92731], [0.58290, 1.47962, 2.70157], [0.00558, 2.14842, 1.87455], [-0.43726, 1.68982, 0.68860], [-0.25567, 3.60173, 2.09466], [0.10378, 4.17056, 3.30722], [-0.06547, 5.53955, 3.54332], [-0.58757, 6.28316, 2.51519], [-0.83870, 7.62126, 2.49432], [-1.30101, 7.92833, 1.17122], [-1.43736, 6.68581, 0.46980], [-0.94557, 5.71901, 1.30759], [-0.80469, 4.38397, 1.06211], [0.53209, 3.52843, 4.06500], [0.19678, 5.99325, 4.49120], [-0.56996, 8.55587, 0.66776], [-2.26443, 8.42459, 1.23019], [-1.09933, 3.93832, 0.12151], [-0.40977, 0.88611, -1.98591], [-0.53078, 1.43387, -2.98067], [-0.68331, 2.12937, -4.22990], [0.43279, 2.70786, -4.83073], [0.28250, 3.34960, -6.04640], [-0.96818, 3.40877, -6.64997], [-2.07944, 2.84190, -6.03719], [-1.94364, 2.19750, -4.82116], [1.39998, 2.65012, -4.34751], [1.14060, 3.80286, -6.52516], [-1.07723, 3.89924, -7.60944], [-3.05164, 2.90160, -6.50847], [-2.79761, 1.75058, -4.32790]], "lumo_ha": [-0.1130, -0.1084], "de_lowest_kcal_mol": 11.7, "orbital_gap_ev": [6.97, 7.09], "spin_multiplicity": 2, "charge": 1, "molar_mass_da": 788.8}

***

{"formula": "C48H62N3ReSSbSi", "method": "ωB97M-V/def2-TZVPD", "symbols": ["Re", "C", "C", "C", "C", "C", "C", "C", "C", "C", "C", "C", "C", "C", "C", "C", "C", "C", "H", "H", "H", "H", "H", "H", "H", "H", "H", "H", "H", "H", "H", "H", "H", "H", "H", "H", "H", "H", "H", "H", "H", "H", "H", "H", "H", "H", "H", "C", "Si", "C", "C", "C", "C", "C", "C", "N", "C", "S", "H", "H", "H", "H", "H", "H", "H", "H", "H", "H", "H", "H", "N", "C", "C", "C", "C", "C", "N", "H", "H", "H", "H", "H", "H", "C", "C", "C", "C", "C", "C", "Sb", "C", "C", "C", "C", "C", "C", "C", "C", "C", "C", "C", "C", "H", "H", "H", "H", "H", "H", "H", "H", "H", "H", "H", "H", "H", "H", "H"], "xyz": [[-0.58187, -0.00560, 0.28317], [0.80684, -1.67345, 0.67309], [-0.41543, -2.00357, 1.37668], [-0.13910, -1.62343, 2.80663], [1.20374, -1.28519, 2.91947], [1.81188, -1.30725, 1.66539], [3.27109, -1.06162, 1.41511], [3.69470, -1.55770, 0.03330], [4.07840, -1.80068, 2.49618], [3.56375, 0.44630, 1.52941], [-1.07483, -1.52159, 4.00348], [-1.24987, -2.89748, 4.67870], [-0.48471, -0.60178, 5.08514], [-2.43575, -0.94066, 3.60602], [-1.14186, -3.32656, 0.99425], [-0.38678, -4.47818, 1.68084], [-2.62343, -3.37118, 1.37704], [-1.04460, -3.61520, -0.49975], [1.13594, -2.19969, -0.21256], [1.68425, -0.94866, 3.81913], [3.50942, -2.62688, -0.08702], [4.76452, -1.39423, -0.09363], [3.18320, -1.01641, -0.76178], [3.83249, -2.86196, 2.52729], [3.91491, -1.37974, 3.48645], [5.14020, -1.70776, 2.26873], [3.04129, 1.01688, 0.76327], [4.63584, 0.59424, 1.39539], [3.27961, 0.83328, 2.50837], [-0.28535, -3.35817, 4.89062], [-1.84806, -3.59300, 4.10366], [-1.75589, -2.73519, 5.63043], [0.38895, -1.03615, 5.56898], [-1.23778, -0.44968, 5.85820], [-0.21690, 0.37652, 4.68501], [-2.80228, -1.31566, 2.65105], [-2.36771, 0.14492, 3.54803], [-3.17153, -1.18203, 4.37339], [-0.46193, -4.44794, 2.76117], [0.67219, -4.45832, 1.41551], [-0.79330, -5.43381, 1.34856], [-2.80347, -3.24878, 2.43928], [-3.03077, -4.34174, 1.09231], [-3.20001, -2.60850, 0.85325], [-0.03810, -3.89134, -0.80302], [-1.35769, -2.77851, -1.11680], [-1.69014, -4.45771, -0.74812], [0.96761, 6.66281, 2.23539], [1.19366, 4.82639, 2.39675], [0.57547, 4.24631, 4.04905], [2.96295, 4.31471, 2.10493], [0.17233, 4.02996, 0.98683], [-0.25074, 4.79743, -0.10856], [-0.93510, 4.24014, -1.18087], [-1.17900, 2.88072, -1.17422], [-0.76863, 2.12342, -0.15378], [-0.14771, 2.69057, 0.89215], [0.22265, 1.35655, 2.02185], [1.42003, 7.15358, 3.09793], [-0.08767, 6.94010, 2.22062], [1.44620, 7.07794, 1.34820], [1.14195, 4.76226, 4.82602], [0.70064, 3.17544, 4.20955], [-0.47575, 4.49969, 4.19314], [3.65406, 5.03308, 2.54516], [3.18511, 4.25515, 1.03821], [3.17290, 3.34108, 2.55039], [-0.05483, 5.86076, -0.11683], [-1.27113, 4.84183, -2.01170], [-1.69900, 2.38509, -1.97936], [-3.15284, 1.56199, 1.63229], [-3.59052, 0.71063, 0.68429], [-4.97912, 0.64137, 0.42102], [-5.45426, -0.17440, -0.55690], [-4.54709, -0.94515, -1.30257], [-3.22595, -0.84431, -0.99929], [-2.71327, -0.03841, -0.01622], [-3.83979, 2.00810, 2.21621], [-2.21547, 1.48524, 2.00038], [-5.64545, 1.24853, 1.01659], [-6.51612, -0.22834, -0.75133], [-4.86944, -1.60900, -2.08865], [-2.50545, -1.43755, -1.53887], [0.35710, -4.61940, -4.68479], [-0.71559, -3.77866, -4.93658], [-0.79856, -2.54465, -4.30411], [0.19031, -2.16343, -3.40241], [1.26580, -3.01160, -3.14825], [1.35064, -4.23514, -3.79405], [0.01750, -0.30177, -2.43788], [1.94444, 0.52727, -2.62861], [2.24616, 1.66573, -1.88228], [3.50402, 2.24456, -1.96952], [4.46473, 1.69199, -2.80398], [4.16275, 0.57140, -3.56364], [2.90394, -0.00892, -3.48295], [-1.06755, 0.73018, -3.92738], [-2.45832, 0.80266, -3.91860], [-3.13236, 1.40442, -4.97261], [-2.41648, 1.93372, -6.03752], [-1.03140, 1.86002, -6.04973], [-0.35291, 1.25624, -4.99972], [0.42643, -5.57309, -5.18860], [-1.48384, -4.07540, -5.63710], [-1.62533, -1.88436, -4.53614], [2.04585, -2.72847, -2.44992], [2.19173, -4.88823, -3.60421], [1.50914, 2.11515, -1.22677], [3.73530, 3.12680, -1.38829], [5.44528, 2.14112, -2.87135], [4.90493, 0.15094, -4.22754], [2.67992, -0.87329, -4.09416], [-3.03221, 0.38259, -3.10018], [-4.21244, 1.45489, -4.96368], [-2.93899, 2.40258, -6.85919], [-0.47462, 2.27236, -6.87996], [0.72929, 1.20900, -5.02528]], "lumo_ha": [-0.2658, -0.2536], "de_lowest_kcal_mol": 8.8, "orbital_gap_ev": [6.04, 6.36], "spin_multiplicity": 2, "charge": 2, "molar_mass_da": 1049.2}

***

Per-record E_tot, Ha: -1583.45033, -3356.19650, -3036.26193